Entry 1:
Density functional theory data (wB97M-V/def2-TZVPD) for a cluster of 10 separate species, C52H104F12O26 in total at a distorted geometry.

As for the strongest force on any atom: 6.25 eV Å⁻¹. The value obtained for the highest occupied orbital energy is -9.08 eV. As for the SMILES: CCOC(=O)C(F)(F)F.CCOC(=O)C(F)(F)F.CCOC(=O)C(F)(F)F.CCOC(=O)C(F)(F)F.COCCOCCOC.COCCOCCOC.COCCOCCOC.COCCOCCOC.COCCOCCOC.COCCOCCOC. Its total charge is 0. The calculation puts the HOMO-LUMO gap at 9.55 eV. The value obtained for the electronic energy is -5197.96472 hartree. For the lowest unoccupied orbital energy, the calculation gives 0.0174 hartree.

Atoms and positions in Å:
C: -8.19221 -2.39737 -4.07799
C: -8.38266 -1.05302 -3.42526
O: -7.42208 -0.10880 -3.88864
C: -6.21779 -0.12043 -3.36272
O: -5.78695 -0.94689 -2.59028
C: -5.31146 0.98325 -3.93869
F: -5.10428 0.84562 -5.25294
F: -5.87561 2.18095 -3.68386
F: -4.13099 0.97484 -3.32795
H: -7.18904 -2.78723 -3.93095
H: -8.29585 -2.30034 -5.16189
H: -9.00929 -3.02877 -3.73020
H: -8.34506 -1.04634 -2.33142
H: -9.39786 -0.67855 -3.56827
C: -3.37363 0.81043 2.85589
C: -2.71739 -0.50654 2.47520
O: -3.81874 -1.42358 2.29078
C: -3.59151 -2.60577 1.83190
O: -2.56344 -3.08988 1.72995
C: -4.90668 -3.29499 1.43803
F: -5.46680 -3.90992 2.48427
F: -5.78992 -2.40592 0.97337
F: -4.65321 -4.19486 0.51331
H: -4.03057 1.21045 2.06851
H: -2.78851 1.73723 2.89246
H: -3.94607 0.73654 3.77741
H: -2.04963 -0.82709 3.27493
H: -2.24304 -0.41953 1.49303
C: 4.02121 0.70638 4.34122
C: 5.20656 -0.11043 4.82198
O: 6.03616 0.71336 5.65811
C: 6.87292 1.57352 5.09766
O: 7.08307 1.67309 3.91645
C: 7.73498 2.32187 6.14914
F: 7.33510 3.60603 6.27143
F: 7.60399 1.77515 7.36868
F: 8.98218 2.25576 5.78953
H: 3.37032 0.04362 3.76064
H: 4.22926 1.51619 3.63905
H: 3.46296 1.13099 5.17671
H: 5.71525 -0.53410 3.96248
H: 4.79762 -0.82107 5.52939
C: 0.58670 9.63999 -3.79335
C: 1.18517 8.43475 -4.49995
O: 1.10794 7.26296 -3.63564
C: 1.54393 6.12304 -4.12608
O: 2.14309 6.08380 -5.14638
C: 1.40660 4.91012 -3.21155
F: 0.38281 5.09694 -2.34705
F: 1.11375 3.82736 -3.93010
F: 2.53175 4.67230 -2.54830
H: -0.40684 9.33912 -3.44591
H: 0.44419 10.57325 -4.32624
H: 1.29702 9.83189 -2.98579
H: 2.26805 8.56974 -4.55760
H: 0.67866 8.11207 -5.40757
C: 0.06241 -1.51757 -0.91442
O: -1.28511 -1.09738 -0.99674
C: -1.44688 -0.01078 -1.87665
C: -1.32170 1.24432 -1.03912
O: -0.15635 1.33077 -0.28227
C: 0.86047 2.17328 -0.76409
C: 2.17736 2.03769 -0.04744
O: 2.86103 0.90548 -0.55603
C: 4.16033 0.77194 -0.02377
H: 0.09654 -2.15073 -0.03658
H: 0.69072 -0.64231 -0.71153
H: 0.46624 -1.84923 -1.87599
H: -2.42030 0.01615 -2.37123
H: -0.68509 -0.10663 -2.66059
H: -2.20113 1.33342 -0.39166
H: -1.46401 2.14436 -1.66564
H: 0.55527 3.22977 -0.82016
H: 0.99570 1.95458 -1.83910
H: 1.93146 1.70954 0.97805
H: 2.72087 2.98288 0.00457
H: 4.89346 1.47384 -0.44226
H: 4.53347 -0.22778 -0.25039
H: 4.12312 0.88581 1.06945
C: 0.65566 4.78141 2.16978
O: 0.89030 3.65641 2.99890
C: -0.04439 2.64512 2.84747
C: 0.27335 1.45047 3.70282
O: -0.10472 1.72185 5.02532
C: 0.35409 0.78076 5.97765
C: 0.83936 1.49956 7.21521
O: -0.16074 2.01558 8.04252
C: -1.12199 2.83520 7.45876
H: 0.99878 5.66134 2.72195
H: -0.41280 4.96509 2.02015
H: 1.25041 4.68880 1.25888
H: -0.18092 2.15598 1.87415
H: -1.05849 2.98102 3.10864
H: 1.33568 1.18113 3.64799
H: -0.24888 0.54746 3.36897
H: 1.16061 0.14378 5.57624
H: -0.46213 0.05304 6.11144
H: 1.38290 2.35306 6.76824
H: 1.55893 0.94907 7.81163
H: -1.85006 3.08463 8.22631
H: -1.73611 2.29373 6.72077
H: -0.68609 3.67363 6.91218
C: 4.88768 -4.08618 -0.66921
O: 5.41148 -3.54877 -1.87354
C: 4.81861 -4.07352 -3.00225
C: 3.39969 -3.50182 -3.17789
O: 3.01622 -3.74839 -4.49981
C: 1.77412 -3.16153 -4.91080
C: 1.94293 -1.72409 -5.40966
O: 2.04238 -0.85114 -4.29202
C: 3.08077 0.09006 -4.40347
H: 4.89579 -5.18835 -0.76929
H: 3.87973 -3.78446 -0.34114
H: 5.55006 -3.81780 0.15991
H: 4.61705 -5.14982 -2.92914
H: 5.34940 -3.87944 -3.92600
H: 3.42318 -2.43171 -2.97039
H: 2.70828 -3.91050 -2.43263
H: 1.04345 -3.32025 -4.11032
H: 1.49988 -3.71768 -5.82016
H: 1.07046 -1.42068 -5.99548
H: 2.85468 -1.72353 -6.00981
H: 4.05678 -0.41404 -4.55250
H: 3.16580 0.69280 -3.50361
H: 3.03008 0.77316 -5.26868
C: 2.82432 -6.25909 1.64579
O: 1.92524 -5.95297 0.62220
C: 0.55462 -6.11953 0.98116
C: -0.21832 -5.84301 -0.28665
O: -0.13792 -6.98791 -1.12494
C: -0.48980 -6.71241 -2.49736
C: -1.83791 -6.08549 -2.76066
O: -1.77641 -4.75524 -2.31368
C: -2.88706 -3.95328 -2.49910
H: 2.66483 -5.57235 2.48297
H: 3.84467 -6.27469 1.25955
H: 2.77169 -7.28080 2.06643
H: 0.26949 -5.41544 1.77759
H: 0.43020 -7.15095 1.33707
H: 0.33828 -5.05281 -0.80094
H: -1.24550 -5.57745 -0.04252
H: -0.57332 -7.74943 -2.85582
H: 0.33245 -6.13411 -2.94181
H: -2.65808 -6.66449 -2.31499
H: -1.96596 -6.11784 -3.85533
H: -3.79774 -4.40669 -2.06330
H: -3.19434 -3.72252 -3.52572
H: -2.75542 -3.06180 -1.88901
C: 2.72988 -2.37499 1.52940
O: 3.79746 -2.25723 2.43468
C: 3.79219 -3.15459 3.49517
C: 2.78447 -2.89840 4.62003
O: 1.45213 -2.79509 4.10850
C: 0.45446 -3.09255 5.03912
C: 0.16362 -4.56874 5.25599
O: 1.25678 -5.44706 5.10663
C: 0.86405 -6.79858 4.87661
H: 2.47452 -3.39930 1.23639
H: 3.02457 -1.83238 0.63254
H: 1.83613 -1.90693 1.94079
H: 4.71994 -3.04299 4.07240
H: 3.70520 -4.20748 3.20781
H: 2.97391 -1.88082 4.98805
H: 2.98355 -3.68444 5.35190
H: -0.47735 -2.66208 4.65929
H: 0.59970 -2.59288 6.01039
H: -0.65304 -4.87560 4.58415
H: -0.24206 -4.78396 6.25635
H: 1.74251 -7.41495 5.04502
H: 0.51515 -6.89441 3.83342
H: 0.01805 -7.09073 5.51702
C: -3.86319 6.90781 -6.51758
O: -2.71076 7.46839 -5.97558
C: -1.84392 6.56402 -5.38905
C: -2.33389 5.37122 -4.61131
O: -3.31458 5.67806 -3.66864
C: -3.65589 4.52170 -2.92065
C: -4.90368 4.84093 -2.14349
O: -5.23192 3.77040 -1.27705
C: -4.44227 3.63993 -0.12538
H: -4.58942 7.64105 -6.86617
H: -4.41323 6.27849 -5.81006
H: -3.62093 6.30086 -7.40255
H: -1.13148 7.17030 -4.83230
H: -1.17133 6.06216 -6.11494
H: -1.48570 4.83769 -4.16951
H: -2.80017 4.66727 -5.31720
H: -2.79090 4.27608 -2.28761
H: -3.77127 3.71263 -3.64552
H: -5.66684 4.83888 -2.92125
H: -4.96745 5.73945 -1.53661
H: -4.07160 4.59786 0.27129
H: -3.53188 3.02522 -0.25110
H: -5.05474 3.12310 0.61620

Force components x, y, z for each atom (eV/Å):
-0.2 0.4 -0.4
-0.4 -0.3 1.2
-0.1 1.3 -0.6
0.6 -1.9 0.5
-0.3 0.9 -0.4
-0.4 0.6 0.5
-0.2 0.1 0.2
0.1 -0.2 -0.5
0.0 -0.1 -0.1
-0.2 -0.3 0.5
-0.2 0.1 0.0
0.4 -0.4 0.1
0.5 -0.5 0.0
0.3 0.4 -0.8
-0.7 1.2 -0.6
-0.3 1.0 -0.3
-1.1 1.9 0.9
-3.8 1.5 0.4
5.4 -3.1 -0.8
-0.2 0.5 0.2
0.0 -0.1 0.3
-0.1 -0.1 -0.2
-0.1 -0.5 -0.5
-0.4 -1.0 0.0
1.0 -0.8 0.6
0.0 -0.1 0.0
0.1 -0.4 -0.3
0.5 -0.2 0.3
-0.5 0.0 -0.6
-1.1 1.2 -0.2
0.6 0.4 0.5
0.2 -1.0 -0.9
-0.2 0.4 0.6
-1.8 0.0 0.7
0.3 -0.3 -0.4
0.1 0.0 -0.1
1.1 0.3 -0.3
-0.1 -0.1 0.3
0.5 0.0 0.2
0.0 -0.1 0.0
0.4 -0.2 0.3
0.4 -0.5 -0.1
-0.2 -1.1 0.8
0.8 -0.1 -0.1
-1.6 0.0 1.8
0.8 1.7 0.0
0.6 -1.2 -1.6
-1.2 -0.1 0.2
0.5 -0.1 0.1
0.1 -0.1 -0.1
0.0 0.1 0.2
0.2 0.2 0.4
0.3 -0.2 -0.7
-0.6 0.2 0.4
-0.2 0.2 -1.0
0.4 0.5 -0.3
0.5 1.4 0.2
-0.9 -0.6 -0.3
0.7 0.2 0.2
-0.8 1.3 -1.1
0.4 0.0 1.3
-0.1 0.8 -2.1
-1.1 -1.6 1.2
0.6 0.5 -0.9
0.2 -0.3 0.4
0.3 -0.7 -0.3
0.0 -0.2 0.3
-0.3 -0.9 0.1
0.0 -0.4 0.3
0.0 0.4 -0.1
0.2 -0.5 0.4
0.4 -0.1 -0.2
-0.2 -0.1 0.7
0.4 -0.2 0.2
0.0 0.8 0.2
0.3 -0.1 -0.4
-0.3 0.2 0.0
-0.2 0.0 0.0
0.2 0.0 -0.1
0.3 0.3 0.8
0.2 0.2 -0.2
-1.2 -1.5 -0.1
0.2 -0.2 0.5
0.4 0.3 0.4
-0.4 -1.2 -0.4
0.0 1.3 -1.1
0.2 -0.7 1.1
-1.0 -0.5 -0.9
0.2 -0.1 -0.1
0.0 -0.3 -0.4
-0.4 0.1 -0.3
0.6 0.9 -0.6
0.1 0.2 0.2
0.1 0.3 0.0
-0.2 0.1 -0.4
0.2 0.4 -0.1
0.0 0.2 0.6
0.2 -0.1 0.2
-0.3 -0.3 0.2
0.4 0.5 0.2
0.3 0.0 0.0
0.0 0.3 0.3
0.4 -0.8 0.4
0.5 0.4 0.9
-2.4 -0.5 -0.4
0.5 0.9 0.3
-0.6 0.0 -0.6
0.7 -0.4 -0.7
-0.3 -0.5 1.2
0.2 0.4 -0.1
1.2 0.0 -0.5
-0.1 0.3 0.2
0.2 0.1 -0.8
0.1 0.1 -0.3
0.7 -0.3 0.1
0.6 0.3 0.2
0.1 0.2 0.0
-0.2 -0.4 -0.2
-0.2 0.4 -0.2
-0.2 -0.2 0.4
0.1 -0.1 -0.2
0.0 0.2 -0.1
-0.3 0.0 0.3
-0.3 -0.1 0.2
-0.6 -0.1 0.1
0.2 -0.6 0.6
0.1 -0.2 -0.1
0.6 -0.1 -0.3
0.7 -0.4 0.2
-0.8 0.4 -0.2
0.1 -1.5 1.1
0.4 0.4 -0.4
0.5 0.0 -0.2
-1.8 0.0 0.9
0.3 -0.1 0.0
0.0 0.8 -0.1
-0.7 0.0 -0.2
0.1 0.0 -0.1
-0.3 0.1 0.0
-0.5 0.5 0.2
0.0 0.2 -0.2
0.4 0.5 -0.6
-0.3 -0.1 -0.2
0.0 0.2 0.2
-0.2 0.0 0.0
0.2 -0.2 0.0
0.7 0.1 -0.2
0.3 0.3 -0.4
-0.6 0.4 -0.4
0.6 0.0 0.1
-0.3 -0.4 1.5
0.0 1.2 -1.2
0.1 -0.9 0.1
-0.4 0.3 0.6
-0.9 -1.4 0.1
0.5 0.1 -0.2
-0.4 0.8 -0.4
0.2 -0.1 0.3
0.0 0.0 0.0
-0.1 0.0 -0.1
0.3 0.0 -0.6
0.1 0.2 -0.4
0.3 -0.3 0.6
-0.6 0.1 0.2
0.1 0.0 -0.1
0.5 0.0 -0.1
0.3 0.0 -0.3
-0.1 0.6 0.1
-0.1 -0.1 0.0
0.2 -0.1 0.2
0.3 0.0 0.1
-0.8 -1.0 -0.8
-0.6 0.6 0.3
2.0 -0.5 0.0
-1.0 -0.2 -0.6
0.0 0.5 0.6
1.3 1.1 0.0
-0.6 -1.4 -0.2
-0.2 -0.4 -0.1
0.6 -0.2 0.4
0.5 0.5 0.2
0.2 0.0 0.1
0.0 -0.1 0.1
-0.3 0.0 0.5
-0.3 0.2 -0.5
0.2 0.2 0.1
0.2 -0.1 -0.1
-0.1 -0.1 0.2
-0.5 -0.3 0.3
-0.5 0.3 0.3
0.7 0.5 -0.4
-0.4 0.0 0.0
-0.3 0.1 -0.4
0.0 0.2 0.1

Löwdin atomic charge list, values in e, 2 entries: atom 1 (C): -0.05, atom 2 (C): -0.21


Entry 2:
Density functional theory data (wB97M-V/def2-TZVPD) for a cluster of 3 separate species, C5H12O2 in total at a distorted geometry.

As for the strongest force on any atom: 2.60 eV Å⁻¹. The value obtained for the highest occupied orbital energy is -8.30 eV. As for the SMILES: C=C/C=C/C.O.O. Its total charge is 0. The calculation puts the HOMO-LUMO gap at 8.92 eV. The value obtained for the electronic energy is -348.11721 hartree. For the lowest unoccupied orbital energy, the calculation gives 0.0228 hartree.

Atoms and positions in Å:
C: 0.70783 0.88704 2.42952
C: -0.34919 0.36956 1.77628
C: -0.43161 -0.75725 0.88162
C: 0.54175 -1.38939 0.18750
C: 0.34720 -2.07902 -1.10066
H: 0.57440 1.60773 3.22610
H: 1.73355 0.68840 2.13199
H: -1.28516 0.91422 1.88032
H: -1.45280 -0.94214 0.54066
H: 1.53853 -1.19217 0.57900
H: 1.26712 -1.92459 -1.67740
H: 0.32812 -3.17070 -0.92614
H: -0.51683 -1.83607 -1.71059
O: 0.80093 1.99825 -0.54624
H: -0.04152 1.51753 -0.63512
H: 0.89152 2.26459 0.36718
O: -1.55577 0.87567 -2.06526
H: -1.00434 1.52405 -2.51441
H: -2.09374 0.64429 -2.82433

Force components x, y, z for each atom (eV/Å):
-0.1 -0.1 -0.6
0.5 0.6 1.4
-0.3 -0.5 -2.1
-0.8 1.9 1.6
1.1 -1.7 0.0
-0.1 0.3 -0.3
0.0 -0.6 0.4
-0.2 -0.5 0.6
0.1 0.1 -0.1
0.2 -0.3 -0.5
-0.3 0.0 -0.2
0.0 0.2 -0.2
-0.1 0.4 0.3
-0.2 0.0 -1.0
0.5 0.2 0.5
-0.3 -0.1 0.3
0.1 0.3 -0.5
0.5 0.3 0.4
-0.6 -0.6 0.1

Löwdin atomic charge list, values in e, 2 entries: atom 1 (C): -0.01, atom 2 (C): -0.21


Entry 3:
Density functional theory data (wB97M-V/def2-TZVPD) for a structure of composition C11H15N2 at a distorted geometry.

As for the strongest force on any atom: 6.94 eV Å⁻¹. The value obtained for the highest occupied orbital energy is -11.44 eV. Its total charge is +1. The calculation puts the HOMO-LUMO gap at 7.26 eV. The value obtained for the electronic energy is -537.25534 hartree. For the lowest unoccupied orbital energy, the calculation gives -0.1537 hartree.

Atoms and positions in Å:
C: -2.44461 0.66500 -0.20636
C: -2.16225 0.13067 2.31007
C: 0.37909 -0.58394 1.46765
C: -1.61006 0.52238 -1.24393
C: -1.78899 0.19564 0.92663
C: -0.44821 -0.18667 0.51566
C: -1.25945 -0.13169 3.41635
C: 0.01565 -0.79636 2.92750
C: 2.06865 -0.58263 -1.13338
C: 0.71209 0.01034 -1.63256
C: 0.53485 0.90126 -3.39119
N: -0.32630 0.10031 -0.88363
N: 3.19426 -0.42111 -1.98412
H: -3.44170 0.98503 -0.30321
H: -3.09881 0.43209 2.42557
H: 1.30443 -0.85961 1.18201
H: -1.82152 0.69191 -2.26337
H: -1.02570 0.94804 3.76491
H: -1.90617 -0.61684 4.28638
H: -0.18973 -1.91039 2.90462
H: 0.89924 -0.76750 3.58119
H: 2.35707 -0.09686 -0.09504
H: 1.85331 -1.59188 -0.84221
H: 0.62293 1.96927 -3.03802
H: -0.33384 0.74091 -3.89260
H: 1.39457 0.46962 -3.84175
H: 3.54299 0.55183 -2.02089
H: 2.97818 -0.76881 -2.93627

Force components x, y, z for each atom (eV/Å):
0.1 -0.5 -1.5
3.3 -0.4 -6.1
-1.2 0.6 0.7
-1.1 1.0 -0.7
0.0 -0.8 5.6
-0.6 0.4 1.7
-0.5 1.4 2.0
-0.3 -2.5 -0.4
-0.6 2.6 1.7
0.4 1.5 -3.1
2.8 0.1 5.7
0.5 -0.9 1.0
0.0 0.1 -1.3
-1.0 0.3 0.0
-4.0 1.2 1.2
3.0 -1.1 -0.3
0.0 0.2 -0.8
-0.2 -1.5 0.0
2.0 0.7 -1.6
0.1 0.7 0.2
-0.4 0.6 -0.2
-0.8 -0.5 -2.0
0.0 -0.9 -0.2
0.2 -1.2 -0.6
-2.6 -0.9 -1.0
0.6 0.2 -0.6
-0.4 -1.0 -0.1
0.6 0.4 0.9

Löwdin atomic charge list, values in e, 2 entries: atom 1 (C): 0.04, atom 2 (C): 0.03


Entry 4:
Density functional theory data (wB97M-V/def2-TZVPD) for the molecule C4H4BrN at a distorted geometry.

As for the strongest force on any atom: 6.66 eV Å⁻¹. The value obtained for the highest occupied orbital energy is -9.76 eV. As for the SMILES: C/C(Br)=C/C#N. Its total charge is 0. The calculation puts the HOMO-LUMO gap at 9.91 eV. The value obtained for the electronic energy is -2783.53439 hartree. For the lowest unoccupied orbital energy, the calculation gives 0.0058 hartree.

Atoms and positions in Å:
C: -1.25313 0.99592 0.02605
C: 0.13165 0.40700 0.05374
Br: 1.72769 1.43382 0.02234
C: 0.32330 -0.92423 -0.00559
C: 1.52669 -1.63370 0.07569
N: 2.50980 -2.24780 -0.01166
H: -1.22663 1.85474 0.83665
H: -1.39236 1.52549 -1.01095
H: -1.96006 0.28709 0.13897
H: -0.38695 -1.69835 -0.12524

Force components x, y, z for each atom (eV/Å):
3.6 5.5 -1.0
0.0 -1.7 -0.5
-0.7 0.3 0.2
0.0 0.6 0.4
3.0 -0.5 -0.6
-1.2 0.6 0.4
-0.6 -1.8 -1.6
0.1 -0.8 1.9
-2.4 -2.2 0.7
-1.9 0.1 0.0

Löwdin atomic charge list, values in e, 2 entries: atom 1 (C): -0.11, atom 2 (C): -0.71